# 1
49
Properties=species:S:1:pos:R:3:mulliken_charge:R:1 method="wB97M-V/def2-TZVPD" smiles=CCc1ccc(CN(C)Cc2nc(Cc3cccc(C(F)(F)F)c3)no2)nc1 lumo_energy_ev=0.71 relative_energy_ev=0.090 gap_ha=0.3495 molar_mass_g_mol=390.41
C -2.63 -4.44 -1.32 -1.197
H -2.93 -5.04 -0.46 0.330
H -2.37 -5.11 -2.13 0.383
H -3.47 -3.83 -1.63 0.327
C -1.43 -3.55 -0.96 -1.023
C -1.79 -2.62 0.16 0.686
C -2.30 -1.36 -0.08 -0.327
N -2.63 -0.50 0.86 -0.535
C -2.49 -0.86 2.13 1.004
C -2.02 -2.12 2.49 -0.716
C -1.66 -3.00 1.49 -0.361
H -1.28 -3.98 1.74 0.455
H -1.94 -2.39 3.53 0.444
C -2.78 0.21 3.15 -1.614
N -1.62 0.97 3.58 0.223
C -0.67 0.23 4.39 -0.935
H -1.21 -0.20 5.24 0.310
H -0.16 -0.58 3.85 0.344
H 0.07 0.92 4.78 0.286
C -1.01 1.76 2.54 -1.153
C -0.35 1.03 1.41 0.910
N -0.34 1.40 0.17 -0.371
C 0.38 0.42 -0.44 1.030
N 0.80 -0.49 0.38 -0.712
O 0.34 -0.10 1.60 -0.026
C 0.67 0.41 -1.90 -0.918
C 1.63 1.52 -2.22 0.359
C 1.24 2.84 -2.09 -0.459
C 2.12 3.88 -2.35 -0.732
C 3.41 3.60 -2.76 -0.723
C 3.81 2.28 -2.89 -0.017
C 2.93 1.24 -2.62 -0.547
H 3.26 0.21 -2.72 0.412
C 5.22 1.97 -3.30 0.927
F 5.34 0.78 -3.93 -0.270
F 6.05 1.91 -2.24 -0.253
F 5.74 2.89 -4.13 -0.274
H 4.11 4.40 -2.98 0.429
H 1.80 4.90 -2.25 0.405
H 0.23 3.06 -1.75 0.467
H -0.27 0.58 -2.44 0.330
H 1.08 -0.56 -2.17 0.413
H -0.25 2.41 3.00 0.354
H -1.77 2.40 2.08 0.247
H -3.49 0.92 2.72 0.392
H -3.23 -0.23 4.05 0.510
H -2.44 -1.00 -1.10 0.539
H -1.13 -2.97 -1.84 0.219
H -0.59 -4.18 -0.66 0.428

---

# 2
67
Properties=species:S:1:pos:R:3:mulliken_charge:R:1 method="wB97M-V/def2-TZVPD" total_charge=-1 lumo_energy_ev=1.04 relative_energy_ev=2.071 gap_ha=0.1975 molar_mass_g_mol=994.93
Zr 1.07 -0.07 0.88 0.343
N -0.96 -1.30 1.62 -0.433
C -1.03 -2.75 1.43 -0.551
C -0.45 -3.06 0.06 -0.687
N 0.91 -2.51 0.00 -0.010
H -1.08 -1.00 2.58 0.323
H -1.66 -0.81 1.07 0.107
H -2.05 -3.13 1.51 0.418
H -0.42 -3.22 2.20 0.275
H -1.05 -2.58 -0.71 0.362
H -0.47 -4.14 -0.13 0.441
H 1.26 -2.53 -0.95 0.279
H 1.52 -3.12 0.54 -0.056
S -1.56 4.33 2.32 -0.640
Sb 0.56 3.61 2.69 0.359
S 2.57 1.89 0.33 -0.259
S 0.46 1.06 2.86 -0.441
S 1.28 3.52 0.33 -0.330
N 2.29 0.82 -6.47 -0.365
C 2.93 -0.13 -5.77 -0.148
S 4.04 -1.14 -6.43 -0.343
C 2.50 -0.23 -4.35 0.859
C 3.43 -0.38 -3.34 -0.798
C 2.98 -0.40 -2.03 -0.664
N 1.69 -0.33 -1.69 0.534
C 0.79 -0.23 -2.67 -0.315
C 1.15 -0.15 -4.01 -0.879
H 2.52 0.95 -7.44 0.213
H 1.70 1.50 -6.02 0.236
H 4.48 -0.45 -3.56 0.424
H 3.69 -0.46 -1.21 0.537
H -0.24 -0.14 -2.36 0.356
H 0.38 -0.06 -4.76 0.436
C -5.64 4.45 2.09 -0.851
C -6.69 5.04 1.18 0.653
O -7.53 5.81 1.56 -0.564
S -6.67 4.66 -0.57 -0.178
C -5.21 3.67 -0.77 -0.383
C -5.32 2.29 -0.83 -0.297
C -4.18 1.50 -0.86 -0.639
C -2.91 2.10 -0.82 0.212
C -2.81 3.49 -0.82 -0.347
C -3.95 4.27 -0.80 -0.302
C -1.71 1.33 -0.64 0.874
C -0.67 0.87 -0.21 -0.504
H -6.04 4.43 3.10 0.367
H -4.76 5.10 2.08 0.173
H -5.31 3.46 1.79 0.297
H -6.30 1.82 -0.80 0.392
H -4.26 0.42 -0.86 0.414
H -1.83 3.94 -0.75 0.470
H -3.87 5.35 -0.76 0.462
F 4.20 0.36 3.30 -0.176
C 4.21 -0.93 3.56 0.547
F 5.46 -1.37 3.56 -0.216
F 3.67 -1.16 4.74 -0.180
S 3.24 -1.82 2.23 1.163
O 1.87 -1.86 2.71 -0.578
O 3.35 -0.98 1.04 -0.756
N 3.94 -3.17 1.92 -0.451
S 3.98 -4.40 2.94 1.043
O 5.20 -5.13 2.76 -0.648
O 3.51 -4.07 4.25 -0.585
C 2.70 -5.50 2.20 0.684
F 1.50 -4.88 2.16 -0.196
F 3.02 -5.83 0.95 -0.247
F 2.57 -6.61 2.92 -0.235

---

# 3
56
Properties=species:S:1:pos:R:3:mulliken_spin:R:1 method="wB97M-V/def2-TZVPD" s2=2.02 multiplicity=3 lumo_energy_ev="-0.26 / -0.26" gap_ha="0.1399 / 0.2942" molar_mass_g_mol=645.18
Ti 0.04 0.14 -0.03 0.866
O -1.11 5.75 -1.75 0.005
C -0.81 4.50 -1.31 -0.018
C 0.47 4.15 -0.91 0.179
C 0.69 2.83 -0.49 0.302
N -0.34 1.95 -0.49 0.070
C -1.58 2.28 -0.86 -0.028
C -1.87 3.57 -1.28 0.281
C -2.49 1.09 -0.72 -0.024
O -3.69 1.15 -0.88 0.011
O -1.83 0.01 -0.36 -0.021
C 1.92 2.19 0.02 0.047
O 2.97 2.80 0.24 0.157
O 1.72 0.89 0.28 -0.023
H -0.31 6.28 -1.75 0.001
H 1.29 4.86 -0.93 0.030
H -2.87 3.85 -1.58 0.030
C 1.21 -3.85 0.48 0.010
P 0.25 -2.30 0.77 0.016
C -1.44 -2.99 0.93 0.005
C 0.80 -2.01 2.49 -0.010
C 2.12 -1.57 2.64 0.002
C 2.64 -1.31 3.90 0.000
C 1.83 -1.45 5.02 0.001
C 0.52 -1.87 4.88 0.001
C 0.00 -2.16 3.62 0.012
H 2.27 -3.63 0.51 -0.001
H 0.96 -4.27 -0.50 0.000
H 0.97 -4.57 1.26 0.000
H -1.49 -3.76 1.69 -0.001
H -1.73 -3.41 -0.03 0.001
H -2.14 -2.18 1.15 -0.001
H 2.73 -1.42 1.76 -0.001
H 3.66 -0.97 4.00 0.000
H 2.22 -1.24 6.01 0.000
H -0.11 -1.98 5.76 0.000
H -1.03 -2.47 3.52 0.002
N -0.26 -3.57 -3.63 0.004
C 0.26 -2.63 -4.46 0.008
N 0.52 -2.99 -5.74 0.005
N 0.52 -1.41 -4.10 0.002
C 0.46 -0.92 -2.91 0.110
N 0.48 -0.38 -1.88 -0.056
H -0.11 -4.54 -3.87 0.000
H -0.24 -3.36 -2.65 0.000
H -0.03 -3.74 -6.13 0.000
H 0.72 -2.22 -6.35 -0.001
I -3.00 1.93 5.09 0.000
C -1.52 1.50 3.71 -0.001
C -0.21 1.91 3.75 0.023
N 0.38 1.39 2.66 0.036
N -0.47 0.66 1.92 -0.087
C -1.64 0.73 2.55 0.053
H 0.32 2.51 4.47 0.001
H 1.34 1.48 2.35 0.002
H -2.51 0.24 2.15 0.000

---

# 4
45
Properties=species:S:1:pos:R:3:mulliken_charge:R:1 method="wB97M-V/def2-TZVPD" total_charge=+1 lumo_energy_ev=-4.63 relative_energy_ev=0.894 gap_ha=0.2390 molar_mass_g_mol=321.40
C 5.98 3.54 -0.34 -0.793
O 5.64 2.15 -0.20 -0.408
C 4.36 1.73 -0.39 0.821
C 4.12 0.35 -0.13 -0.623
C 2.84 -0.15 -0.13 -0.532
C 1.72 0.70 -0.39 0.376
C 0.41 0.19 -0.20 -0.602
C -0.78 0.95 -0.09 0.657
C -2.05 0.32 -0.27 -0.880
C -3.19 1.10 -0.30 1.039
C -3.11 2.51 -0.13 0.160
O -4.29 3.16 -0.27 -0.485
C -5.32 2.13 -0.54 -0.362
C -4.62 0.76 -0.55 -0.602
C -1.89 3.14 0.16 -0.973
C -0.76 2.35 0.24 -1.007
C 2.01 2.03 -0.84 -0.737
C 3.28 2.56 -0.79 -0.428
H 7.06 3.55 -0.18 0.250
H 5.75 3.92 -1.34 0.336
H 5.49 4.16 0.43 0.347
H 4.98 -0.27 0.09 0.458
H 2.67 -1.20 0.10 0.351
H 0.30 -0.89 -0.14 0.836
H -2.11 -0.76 -0.41 0.427
H -6.08 2.20 0.24 0.280
H -5.79 2.37 -1.51 0.283
H -4.76 0.26 -1.51 0.277
H -5.03 0.11 0.23 0.267
H -1.86 4.21 0.32 0.445
H 0.18 2.81 0.53 0.884
H 1.20 2.65 -1.23 0.744
H 3.46 3.60 -1.05 0.353
C -1.76 -6.11 0.97 -1.210
C -1.03 -4.85 0.77 0.650
C -1.24 -3.77 -0.07 -0.831
N -0.28 -2.81 0.18 -0.313
C 0.50 -3.27 1.15 -0.369
N 0.08 -4.53 1.51 -0.065
H -2.56 -6.20 0.22 0.297
H -1.09 -6.98 0.86 0.328
H -2.24 -6.16 1.96 0.304
H -2.03 -3.64 -0.80 0.441
H 1.33 -2.78 1.64 0.360
H 0.52 -5.12 2.21 0.249

---

# 5
45
Properties=species:S:1:pos:R:3:mulliken_charge:R:1 method="wB97M-V/def2-TZVPD" smiles="CC1=NN(c2ccccc2)C(=O)/C1=C/c1cc(C)n(C2CC2)c1C" lumo_energy_ev=-0.16 relative_energy_ev=2.688 gap_ha=0.2765 molar_mass_g_mol=319.41
C 0.38 -1.45 -1.51 -1.383
C 1.33 -0.59 -0.76 0.643
N 2.60 -0.83 -0.77 -1.092
N 3.26 0.16 -0.10 0.729
C 2.39 1.15 0.32 0.127
O 2.67 2.17 0.92 -0.734
C 1.05 0.67 -0.09 0.333
C -0.06 1.42 0.10 -0.633
C -1.43 1.08 -0.09 1.514
C -2.10 -0.08 0.30 -0.279
N -3.42 0.07 -0.03 0.292
C -3.60 1.28 -0.67 0.916
C -2.41 1.93 -0.68 -1.187
H -2.21 2.90 -1.10 0.514
C -4.90 1.71 -1.25 -1.643
H -4.71 2.43 -2.04 0.413
H -5.44 0.87 -1.67 0.363
H -5.54 2.19 -0.50 0.252
C -4.41 -0.93 0.20 -0.098
C -4.78 -1.31 1.61 -0.635
C -5.75 -0.56 0.76 -0.750
H -5.93 0.47 1.02 0.249
H -6.62 -1.07 0.37 0.273
H -4.31 -0.77 2.41 0.305
H -4.95 -2.35 1.82 0.235
H -4.39 -1.73 -0.53 0.339
C -1.60 -1.24 1.07 -1.775
H -0.53 -1.15 1.21 0.347
H -2.07 -1.28 2.06 0.427
H -1.82 -2.18 0.57 0.328
H 0.13 2.44 0.42 0.439
C 4.65 0.08 0.03 0.852
C 5.37 1.08 0.67 -0.472
C 6.74 0.97 0.78 -0.576
C 7.41 -0.12 0.25 -0.500
C 6.69 -1.12 -0.39 -0.545
C 5.31 -1.02 -0.50 -0.544
H 4.74 -1.78 -1.00 0.337
H 7.19 -1.98 -0.80 0.365
H 8.48 -0.20 0.34 0.375
H 7.30 1.75 1.28 0.354
H 4.86 1.94 1.08 0.471
H -0.52 -0.90 -1.75 0.361
H 0.11 -2.33 -0.92 0.237
H 0.86 -1.81 -2.42 0.455

---

# 6
49
Properties=species:S:1:pos:R:3:mulliken_charge:R:1 method="wB97M-V/def2-TZVPD" total_charge=+2 lumo_energy_ev=-10.07 relative_energy_ev=5.362 gap_ha=0.1786 molar_mass_g_mol=490.76
C -3.33 -1.35 -0.72 -0.928
C -1.37 1.39 -2.97 -1.358
H -3.12 -2.40 -0.97 0.585
H -3.49 -0.85 -1.73 0.356
H -4.34 -1.24 -0.32 0.595
H -0.74 0.91 -3.74 0.418
H -2.43 1.14 -3.24 0.499
H -1.32 2.48 -3.10 0.369
C -0.28 -2.82 -0.96 0.093
C 0.60 -3.88 -1.19 -1.004
C 1.79 -3.62 -1.88 -0.481
C 2.09 -2.32 -2.26 -0.980
H -1.19 -2.93 -0.35 0.354
H 0.35 -4.87 -0.83 0.444
H 2.50 -4.43 -2.09 0.449
H 3.05 -2.04 -2.72 0.367
N -0.06 -1.59 -1.46 0.224
C 1.18 -1.29 -1.98 0.954
C 1.54 0.13 -2.09 0.527
N 0.72 1.01 -1.46 0.585
C 0.91 2.33 -1.59 -0.395
C 2.92 1.96 -2.87 -0.752
C 2.02 2.86 -2.27 -0.924
H 0.13 2.98 -1.21 0.481
H 2.12 3.94 -2.33 0.477
C 2.68 0.60 -2.78 -0.745
H 3.35 -0.14 -3.23 0.382
H 3.79 2.35 -3.41 0.432
Zr -1.66 0.16 -1.13 0.423
C -2.40 2.08 -0.23 -1.020
H -2.56 2.89 -0.96 0.375
H -1.66 2.43 0.51 0.311
H -3.33 1.87 0.31 0.356
O 1.01 2.33 1.38 -0.577
S 1.05 0.90 1.58 0.949
O 2.20 0.15 1.12 -0.584
N -0.40 0.20 0.98 0.033
C -1.10 -0.42 1.94 1.128
S -2.55 -1.15 1.46 -0.133
C -0.54 -0.28 3.27 0.326
C -1.08 -0.70 4.49 -0.762
C -0.43 -0.35 5.68 -0.722
C 0.76 0.37 5.64 -0.593
C 1.32 0.77 4.41 -0.706
C 0.64 0.45 3.24 0.405
H -2.00 -1.27 4.46 0.393
H -0.87 -0.66 6.62 0.431
H 1.25 0.63 6.58 0.437
H 2.26 1.31 4.38 0.504

---

# 7
47
Properties=species:S:1:pos:R:3:mulliken_charge:R:1 method="wB97M-V/def2-TZVPD" lumo_energy_ev=-0.13 relative_energy_ev=6.332 gap_ha=0.2653 molar_mass_g_mol=351.41
O 1.53 -2.46 -1.28 -0.759
O 0.31 1.77 3.03 -0.667
O 1.76 -1.22 5.44 -0.604
C 0.63 -1.68 -1.59 -0.149
C 0.54 0.76 3.72 0.499
C -1.17 -0.15 -0.91 -0.544
C -0.48 -0.34 -3.28 0.402
C -1.39 0.11 -2.22 0.338
C 0.45 -1.28 -3.03 0.217
C -0.08 -1.01 -0.47 0.610
C 0.18 -1.34 0.87 -0.441
C 1.51 1.45 7.92 -0.479
C 1.11 2.51 7.15 -0.470
C 1.79 0.28 7.31 -0.483
C 0.88 2.28 5.73 -0.445
C 1.49 0.01 5.95 0.798
C 0.95 0.99 5.16 0.013
N 0.19 -0.49 3.12 -0.087
N -0.49 -0.67 1.90 -0.380
N -0.82 -0.05 -4.65 -0.037
C -2.66 0.90 -2.55 -0.793
C 1.54 -1.61 -4.06 -0.491
C -2.28 0.19 -4.91 -0.594
C -0.14 -0.85 -5.70 -0.616
C -2.71 1.28 -4.01 -1.058
C 1.32 -0.79 -5.31 -0.880
H 2.68 -1.66 5.69 0.363
H -1.94 0.35 -0.22 0.093
H 1.05 -1.99 1.09 0.453
H 1.78 1.57 8.96 0.370
H 1.08 3.50 7.60 0.371
H 2.19 -0.59 7.82 0.311
H 0.74 3.12 5.04 0.417
H 0.13 -1.26 3.74 0.245
H -1.16 0.09 1.74 0.292
H -2.68 1.89 -2.06 0.362
H -3.55 0.31 -2.14 0.344
H 1.68 -2.68 -4.33 0.373
H 2.53 -1.31 -3.68 0.244
H -2.86 -0.68 -4.60 0.291
H -2.61 0.39 -5.97 0.371
H -0.53 -1.94 -5.65 0.333
H -0.22 -0.35 -6.72 0.336
H -2.08 2.15 -4.18 0.350
H -3.73 1.59 -4.24 0.419
H 1.79 -1.30 -6.07 0.452
H 1.74 0.22 -5.15 0.311

---

# 8
48
Properties=species:S:1:pos:R:3:mulliken_charge:R:1 method="wB97M-V/def2-TZVPD" smiles="O=C(Cc1ccccc1)NC1CCN(C(=O)c2ccc([N+](=O)[O-])cc2)CC1" lumo_energy_ev=-0.60 relative_energy_ev=3.671 gap_ha=0.3224 molar_mass_g_mol=367.41
O -2.12 -0.35 -2.53 -0.637
C -2.46 -0.83 -1.47 0.486
N -1.76 -0.70 -0.32 0.028
H -2.17 -1.07 0.52 0.390
C -0.58 0.14 -0.17 -0.098
C -0.90 1.61 -0.49 -0.806
C 0.30 2.48 -0.10 -0.915
N 1.54 1.74 -0.27 0.081
C 2.44 1.72 0.73 0.162
O 2.34 2.39 1.74 -0.664
C 3.64 0.84 0.52 -0.141
C 3.67 -0.42 1.11 -0.081
C 4.80 -1.22 0.99 -0.613
C 5.90 -0.73 0.29 0.002
C 5.88 0.53 -0.29 -0.525
C 4.75 1.31 -0.17 0.033
H 4.72 2.30 -0.61 0.469
H 6.75 0.87 -0.83 0.481
N 7.07 -1.56 0.16 0.975
O 7.04 -2.66 0.67 -0.610
O 8.01 -1.11 -0.45 -0.611
H 4.85 -2.20 1.44 0.471
H 2.82 -0.77 1.67 0.540
C 1.53 0.82 -1.38 -0.921
H 1.19 1.36 -2.26 0.404
C 0.56 -0.34 -1.08 -0.732
H 1.09 -1.17 -0.60 0.277
H 0.14 -0.70 -2.02 0.404
H 2.53 0.44 -1.57 0.486
H 0.33 3.39 -0.70 0.227
H 0.25 2.77 0.96 0.496
H -1.78 1.92 0.07 0.453
H -1.12 1.69 -1.55 0.369
H -0.27 0.07 0.87 0.392
C -3.72 -1.68 -1.31 -1.211
C -4.55 -1.18 -0.16 0.481
C -4.62 -1.87 1.04 -0.216
C -5.36 -1.37 2.10 -0.606
C -6.04 -0.17 1.96 -0.402
C -5.97 0.53 0.77 -0.653
C -5.23 0.03 -0.29 -0.312
H -5.18 0.57 -1.22 0.435
H -6.49 1.47 0.66 0.391
H -6.62 0.22 2.79 0.382
H -5.42 -1.92 3.02 0.380
H -4.11 -2.81 1.15 0.385
H -4.27 -1.63 -2.25 0.304
H -3.42 -2.72 -1.14 0.373

---

# 9
49
Properties=species:S:1:pos:R:3:mulliken_charge:R:1 method="wB97M-V/def2-TZVPD" lumo_energy_ev=-0.34 relative_energy_ev=19.739 gap_ha=0.2905 molar_mass_g_mol=399.47
O -2.59 -2.11 -1.28 -0.678
C -1.95 -1.08 -1.04 -0.546
N -2.51 0.24 -1.23 -0.268
H -2.17 0.92 -0.81 0.316
C -4.03 0.12 -1.74 -1.068
C -4.98 0.48 -0.35 0.661
C -5.57 -0.39 0.69 -0.410
C -6.17 0.59 1.33 -0.403
C -5.99 1.87 0.94 -0.299
O -5.15 1.81 -0.09 -0.312
H -6.31 2.99 1.45 0.251
H -6.81 0.35 2.21 0.304
H -5.41 -1.51 0.41 0.353
H -4.13 1.20 -2.27 0.274
H -4.36 -0.67 -2.18 0.653
C -0.78 -1.04 -0.28 2.754
H -0.11 -0.36 -0.82 -0.131
C -0.89 -0.78 1.18 -3.111
N 0.52 -0.56 1.69 0.256
S 1.11 0.86 2.04 1.216
O 0.02 1.76 1.93 -0.720
O 1.96 0.83 3.14 -0.650
C 2.00 1.34 0.44 -0.033
C 1.35 2.17 -0.28 -0.445
C 2.05 2.71 -1.87 -1.196
C 3.39 2.10 -1.94 -0.917
C 3.96 0.98 -1.07 1.324
C 5.29 0.82 -1.35 -0.794
C 5.72 -0.27 -0.33 -0.261
C 5.08 -0.68 0.74 -0.667
N 3.85 -0.09 0.87 -0.317
C 3.26 0.68 -0.02 0.227
H 5.47 -1.33 1.38 0.603
H 6.77 -0.76 -0.62 0.213
H 5.75 0.92 -2.20 0.552
H 3.87 2.61 -2.78 0.209
H 1.59 3.25 -2.45 0.752
H 0.45 2.53 0.09 0.729
C 1.24 -1.79 1.60 -1.066
H 2.11 -1.46 2.11 0.659
C 1.49 -2.31 0.27 -0.542
C -0.09 -2.25 -0.34 -1.465
H -0.65 -3.17 -0.10 0.333
H 0.12 -2.69 -1.61 0.294
H 1.82 -3.13 -0.02 1.052
H 2.17 -1.56 -0.42 -0.021
H 0.89 -2.77 2.19 0.192
H -1.22 0.08 1.33 1.355
H -1.42 -1.44 1.45 0.789